ORCA calculation (ωB97M-V/def2-TZVPD) on a single C7H15NO4S molecule at a distorted geometry.

Last column: Mulliken charge in e.
CARTESIAN COORDINATES (ANGSTROEM)
H -4.15984 0.97972 1.89212  0.428
H -2.20925 1.47874 -0.96156  0.425
H -3.72784 1.86227 -0.25525  0.382
S -2.60422 -1.14419 -0.33840  0.490
C -4.13550 0.07946 1.26069  -1.137
C -0.35386 -1.12094 0.91736  0.769
H 1.30641 -0.23612 -2.19611  0.337
H 2.74219 -2.29705 -1.46077  0.394
H 1.89686 0.93004 -1.11304  0.569
H 3.88974 -0.63044 -0.32964  0.435
H 1.66441 -2.95133 -0.07531  0.396
C 1.84974 -2.20162 -0.79743  -1.709
N -2.82078 0.30084 0.60319  0.073
C 3.14978 -0.47129 0.38855  -1.910
H -5.12343 0.05550 0.68558  0.284
O -2.84065 -0.86897 -1.72459  -0.531
H 1.00964 -2.31174 -1.51142  0.375
O -0.83404 -1.09494 -0.27348  -0.301
C -2.62971 1.58660 0.00686  -1.030
O 0.97927 -0.99028 1.06047  -0.363
H -4.01876 -0.80296 1.82963  0.449
O -1.05518 -1.30343 1.87003  -0.608
C 1.20799 0.19560 -1.18840  -1.491
H -2.08266 2.28318 0.58656  0.234
C 1.72176 -0.82522 -0.16399  1.898
H 0.19474 0.51113 -0.89424  0.214
H 3.13621 0.52520 0.68429  0.503
H 3.49546 -0.96565 1.25690  0.424

Output
2S+1 ... 1
Relative energy (zero: lowest compared OMol25 entry of this formula, charge and spin) ... 172.3 kJ/mol
Net charge ... 0
Total energy ... -28015.244 eV
Lowest unoccupied orbital energy ... 0.66 eV
HOMO ... -9.5 eV